31
Properties=species:S:1:pos:R:3:forces:R:3 method="wB97M-V/def2-TZVPD" largest_force_ha_per_bohr=0.0879 total_energy_ev=-17141.4131 multiplicity=3 e_lumo_ev="-8.318 / -11.117" total_charge=+2 orbital_gap_ev="8.409 / 7.695" e_above_lowest_kj_mol=0.0
H 0.1603 -1.4667 1.6972 -1.93 1.07 -1.42
C -1.9199 -1.8935 1.1134 0.66 -0.17 -0.40
H 0.4087 2.8004 0.7405 -0.33 1.26 -0.26
C 1.7652 -2.0479 -1.1003 2.11 0.34 0.20
N 1.5960 0.2399 -0.0217 4.13 -0.62 0.23
H -2.2554 1.5102 -2.1228 0.00 0.06 1.39
C -3.0520 -0.1313 -0.2185 1.44 -0.17 0.03
C -2.9976 -1.4204 0.4148 -2.67 -1.27 0.63
H -2.7429 2.5187 -0.6783 0.71 -1.05 -0.09
C 3.0592 0.6130 0.5690 -0.81 -0.58 -2.76
H 1.8845 -2.2888 -2.1527 0.49 -1.00 0.23
H 3.0490 1.7607 0.6371 0.71 -1.91 -0.61
H 3.2292 0.1831 1.5444 -0.50 -0.18 0.39
H -1.0058 2.3828 -1.2423 -1.15 -1.05 0.81
H -1.8953 -2.8991 1.5846 -0.22 0.99 -0.20
C 1.4757 -0.5943 -1.2256 4.13 1.47 -1.11
H 2.3546 -0.1984 -1.9948 -2.25 -0.50 1.98
H 1.3513 2.0119 1.9578 1.08 -0.12 0.65
H -0.3707 1.7103 1.9758 0.62 0.84 -0.31
C -0.7802 -1.0887 1.0928 2.17 -1.83 1.35
C -1.9755 1.7951 -1.0629 1.85 2.42 -2.07
N -1.7951 0.6011 -0.2426 1.22 -0.24 0.23
H 3.7795 -0.0071 -0.1781 -1.56 2.28 1.65
H 1.0383 -2.6215 -0.6690 -2.67 -1.30 0.71
N 0.5497 0.8228 0.4387 -2.63 -0.80 -0.80
C 0.5108 1.9263 1.3271 -1.57 -0.09 1.23
H -3.9733 -1.9804 0.4250 1.12 0.58 -0.21
C -0.6870 0.0870 0.3257 -1.23 1.03 0.39
H 2.5941 -2.3297 -0.3982 0.10 0.64 -1.31
O -3.9282 0.4105 -0.8162 -1.54 -0.56 0.04
H 0.5727 -0.4058 -1.7197 -1.50 0.44 -0.56

32
Properties=species:S:1:pos:R:3:forces:R:3 method="wB97M-V/def2-TZVPD" largest_force_ha_per_bohr=0.0951 total_energy_ev=-26442.1364 e_lumo_ev="-4.711 / -6.391" total_charge=+1 orbital_gap_ev="7.961 / 4.823" e_above_lowest_kj_mol=77.7
C 4.2712 -0.8518 -0.4591 0.09 -0.57 -2.50
H 2.2159 2.2245 0.7537 -0.99 1.37 0.71
H 0.0637 2.6267 -0.9778 -1.26 -0.27 -0.27
H -3.4455 1.4941 -0.9153 -1.10 1.00 -2.80
H 2.7683 -2.4256 -1.6224 -0.11 -0.65 0.02
H -0.5356 3.0123 0.4675 0.25 1.15 2.72
C 2.0805 0.1790 0.1671 1.02 0.80 -1.84
C 2.8216 -0.9042 -0.5506 -1.03 0.37 2.36
N -1.4441 1.2800 -0.1599 -1.08 2.06 -0.82
H 5.9439 0.4616 -0.0424 0.96 -0.30 -0.44
N 2.1258 -1.8912 -1.0448 -0.05 0.81 -0.34
H -2.9269 -2.5131 -0.1172 1.22 -0.54 -1.68
H -1.3888 -0.4203 1.9267 1.43 -0.54 0.79
H -3.2663 1.9984 0.7657 0.35 -0.32 -0.36
H -1.2095 -3.1116 -0.3681 -0.06 -1.21 -0.52
P -0.5470 -0.0265 -0.6642 -1.37 -1.30 1.09
H -0.0525 -1.7725 1.5709 0.23 0.07 0.98
C 4.9012 0.3193 -0.1537 -1.33 -0.26 2.06
H 4.6305 2.2699 0.8332 -0.45 -1.25 -0.54
H -1.9158 -2.1642 -1.7991 -0.27 -0.27 2.40
H -3.0861 0.2525 0.1711 -0.97 0.64 0.45
C -2.9464 1.3268 -0.0476 2.57 -2.80 3.07
O 0.7332 0.2556 0.2488 0.28 -0.33 0.26
C -0.9041 2.6136 -0.4013 0.20 -0.19 -2.55
N -1.4516 -1.2185 0.1489 1.31 1.31 -1.72
H -1.8458 -2.0904 2.0676 1.22 0.23 -0.78
C -1.0734 -1.4266 1.5693 -2.87 0.59 -0.69
H -1.7108 3.2515 -0.8358 1.07 -0.33 0.15
C -1.9117 -2.3484 -0.6414 -1.32 0.20 0.27
C 4.1190 1.3358 0.4562 0.57 2.33 -0.48
C 2.7268 1.3781 0.4460 1.70 -2.90 0.14
H 4.7620 -1.7370 -0.9591 -0.21 1.12 0.87

32
Properties=species:S:1:pos:R:3:forces:R:3 method="wB97M-V/def2-TZVPD" largest_force_ha_per_bohr=0.0931 total_energy_ev=-27979.9712 e_lumo_ev="-8.196 / -8.192" total_charge=+2 orbital_gap_ev="8.296 / 8.301" e_above_lowest_kj_mol=183.5
H 0.7983 -2.8344 -1.9914 0.95 -0.94 -1.02
C 0.7375 1.5196 2.7960 -1.05 1.87 -4.28
H 1.9130 -0.7754 -1.6825 1.03 0.76 0.52
C -1.7810 -3.4356 -1.4124 -0.11 0.41 -0.54
H 2.3741 2.8728 2.2599 -0.28 -0.12 -0.50
C -1.6912 -1.2544 -0.3776 1.26 2.29 0.07
C -1.0179 -0.0383 -0.0875 -1.40 -0.11 1.01
N 0.6075 6.1472 -1.6905 -0.51 -1.08 1.26
N 0.2720 5.4253 -0.9307 0.49 1.33 -1.50
H -1.1618 -4.0704 -2.0239 -0.21 -0.55 -0.23
H -2.1564 -3.9393 -0.5284 0.45 -0.21 0.22
H 0.1000 2.4516 2.9010 0.58 -1.39 0.17
C 3.1178 0.8841 1.7951 -1.42 0.62 1.64
H 0.1589 0.7157 2.2461 0.69 0.64 1.29
H -3.6286 -2.5327 -1.3662 0.57 -1.21 -2.72
H -0.3610 3.5003 -0.1757 -0.15 0.66 -1.25
O 0.1188 3.1183 0.5452 0.88 -1.26 1.28
N -3.1066 -3.1051 -2.1512 0.88 1.81 1.35
H 3.9852 1.2935 1.3355 0.65 0.41 -0.62
H 3.4143 0.7793 2.9060 -0.55 -0.76 -1.87
H -1.3732 0.7019 0.6017 -0.72 0.33 0.05
H 1.2163 1.2807 3.6661 0.57 -1.08 2.51
C 0.2169 0.1032 -0.5587 2.77 1.44 0.75
H -3.5892 -3.9614 -2.3860 -0.52 -0.29 0.02
S 1.4398 2.2523 0.1780 -2.21 -1.31 -0.52
C 1.9438 1.9300 1.8700 0.38 -0.56 0.51
H -2.9086 -2.5730 -3.0434 -0.60 -0.34 1.30
C 0.3245 -2.0178 -1.5526 -2.11 1.62 2.37
H -2.6886 -1.4547 -0.0660 -0.56 0.22 0.66
C -1.0133 -2.1577 -1.1185 0.01 -2.10 -0.84
H 2.7529 0.0217 1.2045 0.52 -0.10 1.01
C 0.9858 -0.8471 -1.1619 -0.25 -1.00 -2.09

31
Properties=species:S:1:pos:R:3:forces:R:3 method="wB97M-V/def2-TZVPD" largest_force_ha_per_bohr=0.0816 total_energy_ev=-34861.9744 e_lumo_ev="-1.860 / -1.861" total_charge=0 orbital_gap_ev="6.034 / 6.033" e_above_lowest_kj_mol=245.8
C -1.9605 -1.5704 1.0050 -0.85 -1.11 -0.42
S 5.3202 -0.8884 0.7724 -0.54 0.35 0.28
H 1.6084 2.8402 -0.0688 -0.65 -0.92 1.64
C 0.4404 -0.4388 0.8476 -0.78 0.59 -1.98
H -0.0232 2.3583 0.2881 -0.53 0.20 0.71
C 0.4785 -0.2626 -1.9092 -0.31 0.99 -1.22
H 1.9428 -1.8150 -0.2797 -1.75 0.28 0.50
C 0.8587 -1.6760 0.0672 -0.72 -1.85 -0.60
H -2.5205 0.8863 0.7898 0.54 0.00 -1.22
H -0.2672 0.2530 -2.6048 1.16 -0.28 0.70
C 0.9786 2.1579 0.6299 1.70 0.43 -0.78
H 0.5290 -0.5148 1.8755 0.28 0.27 2.14
O 2.6078 0.3836 0.9419 -1.48 0.64 -0.02
H -2.3568 -0.9970 1.8447 0.62 -0.60 0.88
H -2.9347 -1.6043 0.4615 0.79 -0.36 -0.31
C -1.0423 -0.5750 0.2519 1.44 -0.42 -1.96
C 1.3985 0.7148 -1.2135 2.16 -0.13 -0.73
C 1.3390 0.6919 0.2858 0.28 0.35 1.58
H -1.5879 1.4965 -0.6105 0.90 0.15 0.22
H 0.4828 -2.5828 0.6059 0.69 0.65 -0.46
H 1.1724 -0.8643 -2.5726 -0.76 0.59 0.55
O 3.4422 -0.3179 -1.3034 -3.43 0.37 -2.38
H -1.6821 -2.7126 1.2091 -0.15 2.89 -0.21
H -2.6568 0.2992 -0.8584 -1.41 -1.12 -1.07
H -0.7838 -1.9149 -1.6636 0.05 -0.14 0.72
C -1.9494 0.5873 -0.1500 0.01 0.97 2.79
H 1.8568 1.7367 -1.6060 -1.16 -2.72 0.16
P 3.8879 0.1975 0.0227 3.10 -1.05 1.43
H 1.2480 2.3265 1.6999 -0.71 0.14 -0.88
C -0.2731 -1.2290 -0.9653 1.40 -0.43 0.04
H 4.3407 1.4639 -0.1598 0.10 1.28 -0.09

28
Properties=species:S:1:pos:R:3:forces:R:3 method="wB97M-V/def2-TZVPD" largest_force_ha_per_bohr=0.0626 total_energy_ev=-19930.8906 e_lumo_ev="-0.464 / -0.450" total_charge=0 orbital_gap_ev="7.227 / 7.241" e_above_lowest_kj_mol=184.4
C 2.6184 0.4944 -0.6688 0.79 0.39 -1.12
H 3.0559 -0.4634 -0.9359 0.74 0.00 0.85
C 0.7604 -0.8829 0.3905 -0.51 -3.08 0.10
C 0.7612 1.4000 0.7622 1.76 0.82 -1.68
C 1.4287 0.3603 0.1531 -2.07 1.28 2.10
H 3.3043 1.3219 -0.3585 -0.31 -1.20 -0.24
H -0.8291 1.0651 -1.5991 -0.68 -0.98 -0.30
C -2.4946 1.1866 -0.3042 0.21 -2.67 1.39
C -1.3669 -1.9982 1.5569 0.62 1.99 1.20
H 2.2211 -2.5086 0.4564 0.17 0.14 -0.12
H -3.4725 0.7346 0.0656 1.59 0.13 -0.20
H 1.0840 3.5139 1.1750 -0.58 0.86 0.85
H 0.8628 3.2123 -0.5837 1.15 -0.90 2.04
H 2.2697 0.7360 -1.6622 -0.20 0.79 -0.62
C 1.4096 -2.1749 -0.1942 -1.98 -0.32 2.34
H -2.3549 -1.7162 1.2135 -0.21 -0.26 -0.53
C -0.3691 -0.8797 1.1809 0.16 0.68 -0.47
H -1.5764 -0.6123 -1.1741 0.07 1.34 -0.31
P -0.7089 0.8873 1.6876 -0.91 -0.49 -1.99
H 2.4262 2.8688 0.3782 -0.24 -0.40 -0.21
H 0.6610 -2.9898 -0.1548 0.31 0.33 0.00
H -1.5129 -2.0681 2.6510 0.33 0.33 -0.24
C -1.7668 0.4712 -1.4338 -1.24 0.02 -0.84
H 1.7388 -2.1498 -1.1898 0.50 0.50 -1.37
H -2.4549 0.4375 -2.4209 1.57 0.32 2.00
C 1.3362 2.8004 0.4376 -1.78 -0.01 -1.67
H -2.6797 2.2162 -0.3992 0.44 1.44 -0.08
H -1.0740 -2.9770 1.2994 0.29 -1.06 -0.90

32
Properties=species:S:1:pos:R:3:forces:R:3 method="wB97M-V/def2-TZVPD" largest_force_ha_per_bohr=0.0065 total_energy_ev=-34974.7239 e_lumo_ev=-3.116 total_charge=+1 orbital_gap_ev=8.311 e_above_lowest_kj_mol=29.4
P 1.1958 1.2740 -0.5123 0.24 -0.04 -0.14
H -3.8201 -0.1679 1.1313 0.00 -0.03 0.02
H 1.7812 0.0764 -2.5229 0.01 -0.01 0.01
H -2.9538 -1.6684 1.4911 -0.02 0.00 0.04
H 3.1343 -2.6749 1.6789 0.00 0.01 -0.01
P -1.7233 -0.1948 -0.0557 -0.09 -0.14 0.05
H 0.0783 0.5863 -2.5355 0.00 0.00 -0.03
H 1.3568 1.7706 -2.8707 -0.03 0.01 0.00
H -2.3420 -2.4239 -0.9014 -0.01 -0.02 0.01
C 2.2633 -0.9520 0.7564 0.01 0.06 -0.04
H 3.1176 1.9885 0.7626 0.02 0.01 -0.01
H -2.9065 3.9742 0.1357 0.02 0.08 0.00
H -1.8164 5.0867 0.0579 -0.07 0.01 0.01
C -2.8401 -0.5943 1.3495 0.07 0.06 -0.14
H -2.4660 -0.1445 2.2689 0.00 0.00 -0.01
O -2.0222 4.2220 0.4342 0.18 -0.23 0.02
H -1.6351 -1.3988 -2.1663 -0.04 -0.03 -0.02
C 1.0943 0.8890 -2.2865 -0.05 0.04 0.09
C 2.8958 1.8662 -0.2967 -0.17 0.07 0.08
H 2.9606 2.8404 -0.7795 0.05 0.00 0.00
H 3.2205 -0.4575 0.6571 -0.03 -0.03 -0.01
C -0.1469 -0.9888 0.4771 0.12 0.15 0.01
C -2.3059 -1.4134 -1.3073 0.07 0.22 0.06
H -1.1036 -2.7650 1.2106 0.02 -0.01 -0.02
H -3.3021 -1.1204 -1.6396 0.00 -0.04 -0.03
C 2.2200 -2.2071 1.3390 0.05 -0.06 0.05
Au -0.4623 2.6935 0.0655 -0.07 -0.02 -0.09
C 1.0078 -2.8583 1.4901 0.00 -0.07 0.02
H 3.6166 1.1894 -0.7537 -0.02 0.00 -0.02
H 0.9724 -3.8416 1.9403 0.00 0.01 0.01
C 1.0935 -0.3368 0.3139 -0.30 -0.09 0.11
C -0.1624 -2.2489 1.0684 0.02 0.08 -0.02

40
Properties=species:S:1:pos:R:3:forces:R:3 method="wB97M-V/def2-TZVPD" largest_force_ha_per_bohr=0.0673 total_energy_ev=-443200.4660 multiplicity=2 e_lumo_ev="1.937 / 1.935" total_charge=-1 orbital_gap_ev="3.409 / 7.769"
C 2.3060 25.1166 -0.4731 0.13 -2.56 -1.51
C 3.2345 26.0190 1.5713 0.34 0.09 0.05
H 5.0944 26.4399 2.7491 -0.33 0.27 -0.23
H -3.3796 17.2854 0.9210 -1.11 0.20 -0.27
H 4.3148 24.9485 3.2111 -0.56 0.12 0.06
C -4.3859 19.7348 0.5634 -1.73 2.75 1.14
H 1.5681 22.6541 -2.4201 -0.11 0.05 -0.38
H -5.7868 22.2396 -4.3316 -0.13 -0.12 0.06
H -6.3182 23.7901 0.1885 0.18 -0.09 -0.91
H 0.7152 24.1582 -2.4933 0.09 0.19 0.16
H 3.4424 26.9435 1.0325 -0.28 -0.09 -0.17
Br -3.2602 22.8176 -2.9090 -1.19 0.64 1.93
O -5.2461 20.7387 0.8206 -0.66 -0.66 -1.05
H 5.0696 25.0256 1.6938 0.36 0.20 -0.08
O -3.7843 19.5657 -0.4193 1.47 -1.03 -2.74
Br -7.1454 22.7536 -6.4548 0.27 -0.86 1.43
C 1.7104 23.7332 -2.3630 -1.96 -1.35 -0.34
C -5.8288 22.9320 0.6492 -1.12 0.66 -0.40
O -4.2836 19.1110 1.7004 0.68 -2.43 1.57
C -3.3430 18.0366 1.7099 1.25 -0.53 0.04
C -6.4736 21.6301 -4.9189 -0.25 -1.08 -1.29
Br -0.3637 22.7323 -4.7579 1.66 0.28 -0.20
H 2.2795 24.0058 -3.2518 0.93 0.59 0.71
O 2.1514 23.8382 -1.0237 1.21 2.47 1.01
Br -7.9262 20.8269 -3.7763 1.04 0.91 -0.88
O 1.9745 26.1399 -0.9613 -0.61 1.24 -0.53
C 4.4692 25.6295 2.3742 0.54 -0.99 -0.36
H 2.3967 26.1603 2.2541 -0.31 -0.04 -0.41
H -6.4549 22.8938 1.5407 -0.27 -1.16 0.07
Br -3.1881 23.0924 -6.2826 -0.61 0.13 -0.97
H -3.3805 17.5070 2.6619 -0.36 0.39 0.03
H -4.9843 21.8396 -1.0242 0.41 -0.54 0.19
C -2.2919 22.4638 -4.6632 0.29 -1.01 -0.28
H -2.3255 21.3785 -4.5684 -0.33 -0.01 -0.75
C -5.7066 21.6155 -0.2391 0.75 2.66 2.08
H -2.3169 18.3704 1.5560 0.01 0.65 0.33
O 2.9762 24.9359 0.6329 0.64 -0.11 2.18
Br -5.4143 20.1031 -5.7168 -0.80 1.13 0.74
H -6.6280 21.3195 -0.7406 -0.13 -0.34 0.58
H -4.9229 23.3558 1.0824 0.61 -0.61 -0.64